1 | A 2-piece molecular cluster, CH2N2O2 overall. Source: the Open Molecules 2025 dataset; level of theory: the ωB97M-V functional and the def2-TZVPD basis.

Structure (XYZ):
```
7
Properties=species:S:1:pos:R:3:mulliken_charge:R:1
C 0.66 -0.03 0.77 0.76
N 1.02 0.71 -0.33 -0.27
N -0.28 0.81 0.28 -0.20
O 0.98 -0.91 1.48 -0.43
O -1.47 -0.25 -0.80 -0.51
H 1.12 0.34 -1.31 0.32
H -2.02 -0.68 -0.09 0.32
```

- highest occupied orbital energy (alpha / beta) (eV) = -10.429 / -10.435

***

2 | A 2-piece molecular cluster, CH2N2O2 overall. Source: the Open Molecules 2025 dataset; level of theory: the ωB97M-V functional and the def2-TZVPD basis.

Structure (XYZ):
```
7
Properties=species:S:1:pos:R:3:mulliken_charge:R:1
O -1.80 0.17 -0.13 -0.50
C -0.59 0.26 -0.31 0.32
O 0.36 -0.60 -0.07 -0.41
H -0.12 1.23 -0.81 0.23
H 0.13 -1.50 0.51 0.36
N 3.39 -0.16 -0.22 -0.06
N 2.62 0.52 0.21 0.06
```

- SMILES string = O=CO.N#N
- highest occupied orbital energy (eV) = -10.768

***

Energies, relative to the best one, in kJ/mol: 1 553.5; 2 0.0.

***

1 | A 2-piece molecular cluster, C2H3NS overall. Source: the Open Molecules 2025 dataset; level of theory: the ωB97M-V functional and the def2-TZVPD basis.

Structure (XYZ):
```
7
Properties=species:S:1:pos:R:3:mulliken_charge:R:1
C 1.17 1.14 -0.28 -0.39
C 0.30 1.91 -0.61 -0.30
H 1.88 0.35 -0.25 0.36
H -0.67 2.27 -0.68 0.33
N -1.10 -1.54 0.83 -0.29
S -0.27 -2.77 1.15 0.02
H -1.30 -1.36 -0.17 0.26
```

- SMILES string = C#C.N=S
- highest occupied orbital energy (alpha / beta) (eV) = -8.533 / -8.534

***

2 | A 2-piece molecular cluster, C2H3NS overall. Source: the Open Molecules 2025 dataset; level of theory: the ωB97M-V functional and the def2-TZVPD basis.

Structure (XYZ):
```
7
Properties=species:S:1:pos:R:3:mulliken_charge:R:1
C 0.73 0.01 -0.97 -0.43
C 0.70 1.18 -0.66 -0.45
H 0.39 -0.99 -0.98 0.52
H 0.82 2.12 -0.31 0.41
N -0.64 -1.15 0.72 -0.38
S -2.06 -0.58 1.04 0.02
H 0.07 -0.60 1.17 0.30
```

- SMILES string = C#C.N=S
- highest occupied orbital energy (eV) = -8.732

***

Energies, relative to the best one, in kJ/mol: 1 0.0; 2 21.2.

***

1 | C52H45N9P2PbSbTe as an isolated structure. Source: the Open Molecules 2025 dataset; level of theory: the ωB97M-V functional and the def2-TZVPD basis.

Structure (XYZ):
```
111
Properties=species:S:1:pos:R:3:mulliken_charge:R:1
Pb -0.44 -1.14 2.02 1.11
C -3.25 2.58 -0.14 -1.60
C -2.68 3.23 1.14 -1.18
P -2.00 1.82 2.19 1.25
C -2.86 2.21 3.77 0.21
C -2.58 3.34 4.55 -0.30
C -3.28 3.57 5.72 -0.74
C -4.27 2.68 6.12 -0.45
C -4.58 1.58 5.35 -0.64
C -3.88 1.35 4.17 -0.26
C -0.29 2.33 2.59 0.35
C 0.56 2.81 1.59 -0.11
C 1.91 3.00 1.84 -0.78
C 2.44 2.70 3.08 -0.43
C 1.61 2.19 4.08 -0.79
C 0.26 2.00 3.83 -0.59
P -1.89 1.63 -1.00 1.40
C -2.86 1.02 -2.44 0.48
C -2.86 1.59 -3.71 -0.16
C -3.71 1.10 -4.69 -0.79
C -4.55 0.03 -4.43 -0.54
C -4.51 -0.58 -3.18 -0.59
C -3.67 -0.09 -2.19 -0.44
C -0.96 3.00 -1.79 -0.17
C -1.41 4.31 -1.96 -0.37
C -0.62 5.26 -2.59 -0.79
C 0.64 4.91 -3.05 -0.53
C 1.11 3.62 -2.88 -0.79
C 0.32 2.68 -2.25 0.03
H -4.01 1.85 0.15 0.63
H -3.72 3.29 -0.81 0.68
H -3.45 3.75 1.71 0.60
H -1.89 3.95 0.89 0.41
H -1.80 4.02 4.23 0.42
H -3.06 4.44 6.32 0.38
H -4.80 2.86 7.05 0.37
H -5.34 0.88 5.66 0.42
H -4.10 0.48 3.57 0.21
H 0.17 3.03 0.61 -0.02
H 2.55 3.38 1.05 0.45
H 3.50 2.83 3.28 0.42
H 2.03 1.93 5.04 0.34
H -0.37 1.57 4.60 0.45
H -2.20 2.42 -3.93 0.30
H -3.71 1.56 -5.67 0.37
H -5.22 -0.34 -5.19 0.37
H -5.14 -1.44 -2.98 0.42
H -3.64 -0.58 -1.22 0.21
H -2.39 4.60 -1.61 0.32
H -0.98 6.27 -2.72 0.38
H 1.26 5.65 -3.55 0.36
H 2.10 3.34 -3.23 0.50
H 0.69 1.67 -2.09 0.03
N -2.90 -3.88 1.40 -0.03
C -3.03 -3.18 2.58 0.20
N -3.88 -3.54 3.53 -0.55
N -3.70 -2.62 4.50 -0.73
N -2.80 -1.77 4.17 -0.28
N -2.35 -2.08 2.93 0.79
C -2.24 -3.43 0.30 0.12
N -2.47 -3.86 -0.94 -1.03
N -1.65 -3.15 -1.71 -0.27
N -0.95 -2.33 -1.00 0.90
N -1.29 -2.49 0.30 -0.69
H -3.63 -4.56 1.23 0.28
Te 0.82 -2.82 3.96 -0.23
C 2.59 -1.68 4.21 -0.03
C 3.21 -1.06 3.13 0.63
C 4.40 -0.36 3.29 -0.84
C 4.98 -0.25 4.54 -0.47
C 4.37 -0.85 5.63 -0.58
C 3.19 -1.56 5.46 -0.43
H 2.76 -1.13 2.14 -0.23
H 4.86 0.10 2.42 0.43
H 5.91 0.29 4.67 0.37
H 4.81 -0.77 6.61 0.35
H 2.71 -2.03 6.32 0.39
C 5.26 -0.19 -4.75 -0.45
C 4.08 0.56 -4.78 -0.85
C 3.08 0.29 -3.87 -0.36
C 3.21 -0.73 -2.92 0.41
C 4.38 -1.47 -2.91 -0.21
C 5.40 -1.20 -3.82 -0.66
Sb 1.40 -1.12 -1.72 0.95
C 0.55 -1.91 -3.52 0.47
C -0.45 -1.18 -4.15 -0.26
C -1.04 -1.64 -5.32 -0.48
C -0.64 -2.85 -5.86 -0.57
C 0.37 -3.58 -5.24 -0.74
C 0.97 -3.10 -4.08 -0.50
C 2.19 -2.85 -0.73 0.93
C 3.29 -2.66 0.10 -1.01
C 3.74 -3.67 0.93 -0.73
C 3.07 -4.88 0.98 -0.62
C 1.98 -5.09 0.15 -0.82
C 1.54 -4.09 -0.71 -0.40
H 6.05 0.02 -5.47 0.35
H 3.96 1.34 -5.52 0.41
H 2.16 0.87 -3.90 0.28
H 4.51 -2.27 -2.20 0.34
H 6.32 -1.78 -3.80 0.38
H -0.79 -0.24 -3.72 0.25
H -1.81 -1.05 -5.80 0.40
H -1.10 -3.23 -6.76 0.36
H 0.68 -4.53 -5.66 0.38
H 1.77 -3.66 -3.62 0.38
H 3.81 -1.70 0.09 0.82
H 4.61 -3.50 1.57 0.38
H 3.40 -5.66 1.65 0.37
H 1.45 -6.04 0.17 0.42
H 0.70 -4.27 -1.36 0.49
```

- charge = -1
- highest occupied orbital energy (eV) = -4.836

***

2 | C52H45N9P2PbSbTe as an isolated structure. Source: the Open Molecules 2025 dataset; level of theory: the ωB97M-V functional and the def2-TZVPD basis.

Structure (XYZ):
```
111
Properties=species:S:1:pos:R:3:mulliken_charge:R:1
Pb 0.22 -0.14 0.18 1.75
C 2.94 4.06 -0.05 -1.50
C 3.38 2.87 -0.92 -1.78
P 2.87 1.21 -0.23 1.18
C 3.12 0.14 -1.69 0.40
C 3.68 -1.13 -1.56 -0.70
C 3.68 -2.02 -2.62 -0.71
C 3.12 -1.66 -3.83 -0.58
C 2.55 -0.40 -3.98 -0.84
C 2.54 0.49 -2.91 -0.34
C 4.37 0.86 0.77 0.37
C 5.63 0.73 0.19 -0.28
C 6.74 0.52 0.98 -0.78
C 6.61 0.44 2.36 -0.49
C 5.36 0.56 2.95 -0.68
C 4.23 0.77 2.15 -0.46
P 1.09 4.02 0.14 0.98
C 0.66 4.62 -1.56 0.08
C 1.09 5.85 -2.05 -0.54
C 0.78 6.23 -3.35 -0.63
C 0.04 5.39 -4.16 -0.43
C -0.40 4.17 -3.68 -0.65
C -0.09 3.79 -2.38 -0.27
C 0.75 5.58 1.05 0.48
C 1.73 6.43 1.57 -0.13
C 1.36 7.57 2.27 -0.67
C 0.02 7.86 2.48 -0.44
C -0.95 7.01 1.98 -0.64
C -0.59 5.88 1.27 -0.75
H 3.39 3.99 0.95 0.60
H 3.25 4.99 -0.51 0.70
H 4.47 2.85 -1.03 0.63
H 2.94 3.00 -1.91 0.70
H 4.11 -1.43 -0.61 0.46
H 4.10 -3.01 -2.49 0.36
H 3.11 -2.36 -4.66 0.39
H 2.09 -0.11 -4.92 0.45
H 2.05 1.44 -3.03 0.12
H 5.73 0.78 -0.89 0.38
H 7.72 0.43 0.53 0.41
H 7.48 0.29 2.98 0.38
H 5.25 0.50 4.02 0.46
H 3.25 0.89 2.59 0.53
H 1.65 6.53 -1.41 0.35
H 1.13 7.19 -3.73 0.39
H -0.21 5.69 -5.17 0.36
H -1.00 3.52 -4.30 0.46
H -0.46 2.84 -1.99 0.52
H 2.78 6.21 1.43 0.27
H 2.13 8.23 2.66 0.39
H -0.26 8.75 3.04 0.36
H -2.00 7.24 2.15 0.40
H -1.35 5.22 0.87 0.40
N -2.39 1.39 2.49 0.17
C -1.06 1.50 2.84 -0.25
N -0.68 2.04 3.99 -0.51
N 0.66 1.99 3.96 -0.83
N 1.06 1.44 2.87 0.05
N -0.01 1.10 2.12 0.42
C -2.79 1.32 1.17 -0.48
N -3.92 1.85 0.72 -0.35
N -3.91 1.59 -0.59 -0.79
N -2.86 0.93 -0.92 -0.09
N -2.10 0.72 0.19 0.66
H -3.01 1.90 3.09 0.31
Te 1.22 -2.06 2.08 -0.28
C 2.01 -3.52 0.75 -0.41
C 3.25 -4.11 1.01 -0.40
C 3.76 -5.09 0.18 -0.53
C 3.03 -5.53 -0.92 -0.58
C 1.80 -4.95 -1.18 -0.46
C 1.29 -3.96 -0.36 0.51
H 3.81 -3.79 1.88 0.44
H 4.73 -5.53 0.40 0.35
H 3.42 -6.31 -1.56 0.38
H 1.22 -5.28 -2.04 0.31
H 0.32 -3.53 -0.57 0.00
C -8.26 -4.55 -0.21 -0.42
C -7.93 -3.94 0.99 -0.56
C -6.75 -3.20 1.10 -0.54
C -5.89 -3.07 0.02 0.38
C -6.25 -3.66 -1.19 -0.34
C -7.42 -4.41 -1.30 -0.61
Sb -4.21 -1.70 0.15 0.97
C -3.36 -2.68 1.90 0.28
C -3.69 -2.15 3.14 -0.53
C -3.19 -2.69 4.31 -0.72
C -2.33 -3.77 4.26 -0.45
C -1.97 -4.31 3.03 -0.54
C -2.48 -3.76 1.86 -0.08
C -3.00 -2.74 -1.32 -0.07
C -2.14 -1.99 -2.12 -0.80
C -1.29 -2.62 -3.03 -0.57
C -1.31 -4.00 -3.16 -0.40
C -2.17 -4.75 -2.37 -0.79
C -3.01 -4.12 -1.46 -0.30
H -9.17 -5.13 -0.29 0.35
H -8.59 -4.02 1.84 0.38
H -6.50 -2.73 2.04 0.29
H -5.61 -3.54 -2.06 0.39
H -7.68 -4.87 -2.25 0.37
H -4.35 -1.29 3.19 0.37
H -3.45 -2.26 5.27 0.38
H -1.92 -4.20 5.17 0.38
H -1.29 -5.14 2.97 0.39
H -2.18 -4.19 0.91 0.13
H -2.16 -0.91 -2.05 0.84
H -0.62 -2.03 -3.64 0.42
H -0.65 -4.48 -3.87 0.42
H -2.18 -5.83 -2.47 0.36
H -3.70 -4.72 -0.87 0.56
```

- charge = -1
- highest occupied orbital energy (eV) = -4.901

***

Energies, relative to the best one, in kJ/mol: 1 0.0; 2 5.1.

***

1 | An isolated ion of composition C4H5BrNS and charge +1. Source: the Open Molecules 2025 dataset; level of theory: the ωB97M-V functional and the def2-TZVPD basis.

Structure (XYZ):
```
12
Properties=species:S:1:pos:R:3:mulliken_charge:R:1
C -1.07 0.34 -0.57 -0.41
C -1.18 1.68 -0.44 -0.24
C 0.91 0.85 0.39 0.57
C 0.41 -1.53 0.05 -0.86
N 0.13 -0.13 -0.04 0.02
S 0.22 2.41 0.35 0.08
Br 2.86 0.32 1.37 -0.02
H -1.74 -0.40 -0.65 0.48
H -2.10 2.33 -0.54 0.36
H 1.47 -1.78 0.24 0.26
H -0.19 -1.99 0.77 0.41
H 0.28 -2.10 -0.94 0.33
```

- charge = +1
- highest occupied orbital energy (eV) = -14.792

***

2 | An isolated ion of composition C4H5BrNS and charge +1. Source: the Open Molecules 2025 dataset; level of theory: the ωB97M-V functional and the def2-TZVPD basis.

Structure (XYZ):
```
12
Properties=species:S:1:pos:R:3:mulliken_charge:R:1
C -0.85 0.85 0.21 -0.29
C -0.23 2.07 0.07 -0.35
C 1.32 0.14 0.03 0.46
C -0.38 -1.58 -0.19 -0.91
N 0.04 -0.18 0.09 0.08
S 1.45 2.00 -0.02 0.04
Br 2.74 -1.02 0.07 0.05
H -1.86 0.62 0.13 0.43
H -0.72 2.92 0.26 0.50
H -1.40 -1.75 0.29 0.33
H -0.51 -1.97 -1.28 0.28
H 0.39 -2.10 0.33 0.39
```

- charge = +1
- highest occupied orbital energy (eV) = -14.061

***

Energies, relative to the best one, in kJ/mol: 1 69.2; 2 0.0.

***

1 | An isolated ion of composition C3H8NOSe and charge +1. Source: the Open Molecules 2025 dataset; level of theory: the ωB97M-V functional and the def2-TZVPD basis.

Structure (XYZ):
```
14
Properties=species:S:1:pos:R:3:mulliken_charge:R:1
O 1.34 0.73 1.98 -0.47
C 0.62 -0.11 1.17 -0.19
N -0.17 0.86 0.28 -0.29
C -0.89 0.09 -0.75 -0.54
C -0.14 -0.94 -1.38 -0.54
Se 1.27 -1.46 -0.14 0.12
H 2.17 0.42 2.33 0.36
H -0.27 -0.56 1.63 0.45
H 0.57 1.49 -0.08 0.38
H -0.75 1.52 0.77 0.36
H -1.32 0.87 -1.44 0.34
H -1.79 -0.41 -0.35 0.28
H -0.87 -1.81 -1.64 0.33
H 0.24 -0.71 -2.38 0.40
```

- SMILES string = O[C@H]1[NH2+]CC[Se]1
- charge = +1
- highest occupied orbital energy (eV) = -13.317

***

2 | A 2-piece molecular cluster, C3H8NOSe overall. Source: the Open Molecules 2025 dataset; level of theory: the ωB97M-V functional and the def2-TZVPD basis.

Structure (XYZ):
```
14
Properties=species:S:1:pos:R:3:mulliken_charge:R:1
C -1.10 -1.76 0.80 0.27
C -0.74 -1.43 2.24 -0.92
C 1.42 2.46 -1.88 0.05
N -0.31 -1.37 -0.09 -0.16
O 1.36 3.48 -2.68 -0.35
Se 0.06 1.63 -1.21 -0.28
H -1.88 -2.40 0.31 0.37
H 0.12 -0.82 2.20 0.29
H -1.62 -0.96 2.69 0.30
H -0.51 -2.39 2.94 0.32
H 2.55 2.20 -1.65 0.29
H 0.49 -0.82 0.22 0.20
H -0.23 -1.55 -1.08 0.26
H 0.37 3.73 -2.81 0.36
```

- charge = +1
- highest occupied orbital energy (eV) = -12.392

***

Energies, relative to the best one, in kJ/mol: 1 0.0; 2 41.6.

***

1 | A 2-piece molecular cluster, C2H2NOS2 overall. Source: the Open Molecules 2025 dataset; level of theory: the ωB97M-V functional and the def2-TZVPD basis.

Structure (XYZ):
```
8
Properties=species:S:1:pos:R:3:mulliken_charge:R:1
C -1.23 -0.79 0.13 0.31
C 0.97 -0.46 0.85 0.51
N -0.19 -0.79 0.94 -0.33
O -2.38 -0.98 0.44 -0.52
S 0.30 1.31 -1.27 -0.78
S 2.52 -0.40 1.16 -0.32
H -1.04 -0.44 -0.98 0.14
H 1.05 2.55 -1.26 -0.01
```

- charge = -1
- highest occupied orbital energy (eV) = -3.443

***

2 | An isolated ion of composition C2H2NOS2 and charge -1. Source: the Open Molecules 2025 dataset; level of theory: the ωB97M-V functional and the def2-TZVPD basis.

Structure (XYZ):
```
8
Properties=species:S:1:pos:R:3:mulliken_charge:R:1
N -1.19 0.21 -0.67 -0.51
C -0.12 0.50 0.26 0.39
O -0.23 1.28 1.16 -0.53
C 1.18 -0.27 0.24 -0.04
S 2.59 0.53 -0.16 -0.41
S 0.68 -1.79 0.68 -0.42
H -0.80 -0.49 -1.24 0.28
H -2.09 0.02 -0.26 0.23
```

- SMILES string = NC(=O)C(=S)[S-]
- charge = -1
- highest occupied orbital energy (eV) = -3.850

***

Energies, relative to the best one, in kJ/mol: 1 128.6; 2 0.0.